Entry 1:
This record from OMol25 describes a 2-piece molecular cluster, C3H10N2O overall at a distorted geometry. The level of theory is ωB97M-V/def2-TZVPD.

**Orbital gap**: 9.06 eV
**SMILES**: NC=O.CNC
**LUMO**: 0.83 eV
**Energy**: -8300.3858 eV
**Energy relative to the best compared isomer or geometry (same formula, charge and spin)**: 25.8 kcal per mole
**F_max**: 2.00 eV/A

CARTESIAN COORDINATES (ANGSTROEM)
N  2.2160  0.9935  1.3539
C  2.6857  0.0992  0.4619
O  2.4163  0.0543  -0.7143
H  2.3922  0.8474  2.3266
H  1.4911  1.6591  1.1274
H  3.4345  -0.5755  0.9151
C  -0.8448  0.0721  -1.5771
N  -1.0883  0.0090  -0.1292
C  -2.3295  -0.6550  0.3224
H  0.1557  -0.3049  -1.7845
H  -1.5950  -0.4926  -2.1318
H  -0.8228  1.1417  -1.7989
H  -0.3370  -0.3523  0.4148
H  -2.1819  -0.7760  1.3911
H  -2.3891  -1.6328  -0.1871
H  -3.2032  -0.0872  0.0097

Here are the Löwdin charges for atoms 1 to 8, given in e: N 0.1226; C -0.4360; O 0.0093; H 0.0879; H 0.1079; H 0.1262; C -0.1307; N -0.2013



Entry 2:
This record from OMol25 describes a 2-piece molecular cluster, C3H10N2O overall at a distorted geometry. The level of theory is ωB97M-V/def2-TZVPD.

**Orbital gap**: 9.95 eV
**SMILES**: NC=O.CNC
**LUMO**: 0.85 eV
**Energy**: -8298.4142 eV
**Energy relative to the best compared isomer or geometry (same formula, charge and spin)**: 71.3 kcal per mole
**F_max**: 4.80 eV/A

CARTESIAN COORDINATES (ANGSTROEM)
N  -0.4516  1.1230  1.2874
C  -1.8571  0.9971  1.6939
O  -2.5773  0.0068  2.0133
H  0.0931  1.6950  1.8976
H  0.0975  0.2251  1.0502
H  -2.1038  1.9934  2.0634
C  -0.5537  -0.6271  -1.4687
N  0.4899  -0.7296  -0.3104
C  1.9782  -0.4317  -0.6530
H  -0.5012  -1.2137  -2.4270
H  -0.3000  0.3961  -1.8689
H  -1.5787  -0.3384  -0.9380
H  0.3306  -1.6614  0.0496
H  2.6127  -0.1640  0.2249
H  2.3278  -1.4537  -1.1010
H  1.9933  0.1831  -1.5133

Here are the Löwdin charges for atoms 1 to 8, given in e: N 0.0462; C -0.3155; O -0.0412; H 0.0550; H 0.0511; H 0.0982; C -0.1105; N -0.2326



Entry 3:
This record from OMol25 describes a 2-piece molecular cluster, C3H10N2O overall at a distorted geometry. The level of theory is ωB97M-V/def2-TZVPD.

**Orbital gap**: 9.76 eV
**SMILES**: CC/N=C\N.O
**LUMO**: 0.80 eV
**Energy**: -8300.3439 eV
**Energy relative to the best compared isomer or geometry (same formula, charge and spin)**: 26.8 kcal per mole
**F_max**: 1.69 eV/A

CARTESIAN COORDINATES (ANGSTROEM)
C  -0.4620  1.6897  0.8170
C  0.3533  0.3930  1.0432
N  0.3194  -0.3735  -0.1849
C  -0.4166  -1.3500  -0.4801
N  -0.9539  -2.3357  0.3110
H  -1.4965  1.4109  0.6431
H  -0.4571  2.2564  1.7465
H  -0.0446  2.1672  -0.0532
H  1.3900  0.6514  1.2809
H  -0.1147  -0.1297  1.8871
H  -0.7430  -1.4552  -1.5116
H  -0.7857  -2.3090  1.3031
H  -1.0352  -3.2487  -0.0943
O  1.6575  1.2415  -2.1877
H  1.1581  0.7052  -1.5358
H  1.6311  0.6866  -2.9843

Here are the Löwdin charges for atoms 1 to 8, given in e: C -0.0815; C -0.2770; N -0.0233; C -0.2917; N 0.0916; H 0.0684; H 0.0696; H 0.0602



Entry 4:
This record from OMol25 describes the molecule C3H10N2O2 at a distorted geometry. The level of theory is ωB97M-V/def2-TZVPD.

**Orbital gap**: 8.36 eV
**SMILES**: C[C@H](NO)N(C)O
**LUMO**: 0.78 eV
**Energy**: -10342.5254 eV
**Energy relative to the best compared isomer or geometry (same formula, charge and spin)**: 160.6 kcal per mole
**F_max**: 3.95 eV/A

CARTESIAN COORDINATES (ANGSTROEM)
C  -0.8565  1.4954  -0.1397
C  -0.2749  0.2860  -0.8334
N  -1.0455  -0.9215  -0.9191
O  -1.8510  -1.1018  0.2897
N  0.9625  -0.2932  -0.1211
C  1.0202  -0.4326  1.3239
O  2.2178  -0.6286  -0.7078
H  -0.0885  2.2551  -0.0016
H  -1.2729  1.2337  0.8296
H  -1.6716  1.8884  -0.7462
H  0.0962  0.5032  -1.8415
H  0.0432  -1.4738  -0.6117
H  -2.7490  -1.1811  -0.0511
H  1.2249  -1.4752  1.5748
H  1.7907  0.2359  1.7075
H  0.0690  -0.2040  1.7973
H  2.3854  -0.1857  -1.5498

Here are the Löwdin charges for atoms 1 to 8, given in e: C -0.0462; C -0.3712; N -0.0829; O -0.1242; N -0.2783; C -0.0635; O -0.0279; H 0.0843



Entry 5:
This record from OMol25 describes a 2-piece molecular cluster, C3H10N2O2 overall at a distorted geometry. The level of theory is ωB97M-V/def2-TZVPD.

**Orbital gap**: 9.68 eV
**SMILES**: CNC(=O)CN.O
**LUMO**: 0.54 eV
**Energy**: -10347.8524 eV
**Energy relative to the best compared isomer or geometry (same formula, charge and spin)**: 37.7 kcal per mole
**F_max**: 2.20 eV/A

CARTESIAN COORDINATES (ANGSTROEM)
C  -2.1205  -0.0825  0.0938
N  -0.9446  -0.7340  -0.5221
C  -0.0926  0.0528  -1.2756
O  -0.3652  0.7586  -2.2122
C  1.3747  -0.1966  -0.8417
N  1.7223  -1.6131  -0.8932
H  -2.5897  -0.7060  0.8509
H  -1.7711  0.8551  0.5397
H  -2.7307  0.0781  -0.7943
H  -0.4365  -1.5112  -0.1235
H  1.3815  0.2422  0.1669
H  2.0171  0.3380  -1.5460
H  2.0633  -1.8924  -1.8029
H  2.5388  -1.6814  -0.2973
O  -0.1407  1.8078  3.1810
H  0.6856  1.7452  2.7319
H  -0.5918  2.5396  2.7446

Here are the Löwdin charges for atoms 1 to 8, given in e: C -0.0563; N -0.0226; C -0.5124; O 0.0801; C -0.1972; N -0.0002; H 0.0814; H 0.0731



Entry 6:
This record from OMol25 describes a 2-piece molecular cluster, C3H10N2O2 overall at a distorted geometry. The level of theory is ωB97M-V/def2-TZVPD.

**Orbital gap**: 10.00 eV
**SMILES**: CNC(=O)CN.O
**LUMO**: 0.64 eV
**Energy**: -10347.1432 eV
**Energy relative to the best compared isomer or geometry (same formula, charge and spin)**: 54.1 kcal per mole
**F_max**: 5.03 eV/A

CARTESIAN COORDINATES (ANGSTROEM)
C  -2.4318  0.0870  2.3453
N  -1.3081  0.3144  1.5128
C  -0.6203  -0.8811  1.1867
O  -0.9465  -1.9144  1.6647
C  0.5565  -0.6734  0.2861
N  1.5940  0.2721  0.7962
H  -2.6615  -1.0680  2.3395
H  -2.1989  0.6401  3.2652
H  -3.3364  0.4664  1.7205
H  -0.7773  1.2277  1.1379
H  0.3212  -0.4123  -0.8276
H  0.8702  -1.7291  0.2335
H  1.5859  0.1805  1.8225
H  2.4781  -0.0677  0.4141
O  2.0411  1.1439  -6.2539
H  2.3374  1.9804  -5.8340
H  2.4964  0.4334  -5.8095

Here are the Löwdin charges for atoms 1 to 8, given in e: C -0.1286; N -0.0564; C -0.5491; O 0.0644; C -0.2186; N -0.0088; H 0.1222; H 0.0809



Entry 7:
This record from OMol25 describes a 2-piece molecular cluster, C3H10N2O2 overall at a distorted geometry. The level of theory is ωB97M-V/def2-TZVPD.

**Orbital gap**: 9.70 eV
**SMILES**: NCNCC=O.O
**LUMO**: 0.79 eV
**Energy**: -10347.3330 eV
**Energy relative to the best compared isomer or geometry (same formula, charge and spin)**: 49.7 kcal per mole
**F_max**: 1.92 eV/A

CARTESIAN COORDINATES (ANGSTROEM)
N  -2.4037  -0.5727  0.5839
C  -1.0879  -1.0339  0.2284
N  -0.3107  -0.1191  -0.6116
C  -0.1743  1.2031  0.0104
C  1.0457  1.8456  -0.6169
O  0.9366  2.6203  -1.5289
H  -2.5333  0.0121  1.3992
H  -2.9482  -0.0927  -0.1185
H  -1.2136  -1.9341  -0.3604
H  -0.5623  -1.3192  1.1326
H  -0.5268  -0.2060  -1.5898
H  -1.0067  1.8506  -0.2926
H  -0.1737  1.0269  1.0813
H  2.0006  1.4031  -0.2736
O  2.9526  -1.2731  0.5702
H  2.2344  -1.7443  0.1426
H  3.7714  -1.6670  0.2439

Here are the Löwdin charges for atoms 1 to 8, given in e: N 0.0010; C -0.3265; N -0.0664; C -0.1957; C -0.2550; O 0.0539; H 0.0623; H 0.0689



Entry 8:
This record from OMol25 describes a 2-piece molecular cluster, C3H10N2O2 overall at a distorted geometry. The level of theory is ωB97M-V/def2-TZVPD.

**Orbital gap**: 10.59 eV
**SMILES**: CCNC(N)=O.O
**LUMO**: 0.62 eV
**Energy**: -10349.1496 eV
**Energy relative to the best compared isomer or geometry (same formula, charge and spin)**: 7.8 kcal per mole
**F_max**: 1.22 eV/A

CARTESIAN COORDINATES (ANGSTROEM)
C  -0.1598  -2.1786  0.0945
C  0.0690  -1.0809  1.1539
N  0.4518  0.1881  0.5647
C  -0.3515  1.2151  0.1730
N  -1.6902  0.9151  0.0019
O  0.1028  2.3011  -0.1529
H  -0.0720  -1.7777  -0.9068
H  -1.1580  -2.6095  0.2019
H  0.5527  -2.9948  0.2249
H  -0.8470  -0.9553  1.7401
H  0.8732  -1.3628  1.8170
H  1.3613  0.5381  0.8408
H  -2.1727  1.7439  -0.3167
H  -2.1956  0.4043  0.7119
O  1.9765  1.9281  -2.3801
H  1.3492  1.2301  -2.1645
H  1.9104  2.4959  -1.6037

Here are the Löwdin charges for atoms 1 to 8, given in e: C -0.0778; C -0.2344; N 0.0445; C -0.6261; N 0.1617; O 0.0265; H 0.0680; H 0.0663